The following is a DFT calculation (ωB97M-V/def2-TZVPD) of a molecular structure, C5H34O14 at a distorted geometry.

```
53
C5H34O14 | OMol25 | ωB97M-V/def2-TZVPD
C -2.17095 3.34579 -0.24579
O -2.07159 4.79816 -0.47901
C -0.90764 2.53382 -0.69877
C -0.77514 0.99766 -0.57620
C -0.89952 0.30499 0.82843
C 0.50098 0.18389 1.36789
O 0.42636 -0.40410 2.68095
H -2.15607 3.29194 0.78564
H -3.17662 3.13730 -0.83331
H -0.52145 2.81835 -1.77131
H -0.02200 2.99976 -0.06494
H 0.10824 0.56461 -1.13232
H -1.50222 0.41206 -1.35246
H -1.44603 -0.61088 0.74584
H -1.51253 1.00110 1.42570
H 0.93226 1.16011 1.58404
H 1.20358 -0.43406 0.88252
H 5.32250 2.08716 0.55435
H 2.57890 3.98060 -0.78675
O 2.35292 3.56660 -1.60921
H 3.52144 0.44121 -2.68789
H 2.42347 0.56108 -3.85454
O 3.30776 0.11853 -3.60083
H -2.18579 -2.05993 -2.50260
H -3.16379 -1.89641 -1.28805
O -3.02998 -1.74437 -2.24400
H 1.28428 -1.45463 -2.30373
H 0.85125 -2.25785 -0.99205
O 0.64179 -2.07122 -1.95425
H 2.89115 2.58793 -1.61589
H 2.52586 0.65622 -0.78679
O 3.12599 1.19561 -1.12185
H 1.02562 -3.54747 0.57223
H 0.58252 -1.43683 2.59661
O 0.62526 -2.82301 0.85601
H 4.43383 3.45272 0.27118
H -1.55296 4.93183 -1.26063
O 5.09708 3.09723 0.86571
H -4.15973 -1.84546 3.31773
H -4.69104 -2.59895 2.14172
O -4.94336 -1.81059 2.67691
H -2.97654 -4.14189 1.80303
H -2.66221 -5.27244 0.62806
O -3.12466 -4.96938 1.41202
H -1.56273 -2.58089 2.85670
H -2.23420 -2.03088 1.64163
O -2.42041 -2.59453 2.53283
H 4.35472 0.22849 0.98243
H 4.22721 0.78652 -0.22962
O 5.09808 0.51574 0.40277
H -0.54100 -2.52295 0.34696
H -1.36105 -2.12715 -0.77728
O -1.67187 -2.52113 0.01019
```

## Properties
Relative energy (zero: lowest compared OMol25 entry of this formula, charge and spin)   551.84 kJ/mol
Calculated total energy   -34400.1909 eV
Net charge   -2
Gap between HOMO and LUMO   9.06 eV
Spin multiplicity   1
HOMO energy   -0.15455 hartree


The following is a DFT calculation (ωB97M-V/def2-TZVPD) of a molecular structure, C26H49NO4Si2Ti at a distorted geometry.

```
83
C26H49NO4Si2Ti | OMol25 | ωB97M-V/def2-TZVPD
O -1.17382 -2.62642 -3.08502
O -2.17836 -0.98831 -4.39167
C 0.24369 -2.63053 -3.28218
C 0.66052 -3.64427 -2.25674
H 0.62487 -1.60708 -3.07476
H 0.49746 -2.93374 -4.32901
H 0.96462 -3.13212 -1.33399
H 1.50481 -4.23427 -2.60399
H -0.18178 -4.31167 -2.02654
C -2.08439 -2.46365 -1.48909
C -3.12573 -3.33103 -2.11397
H -2.19903 -1.36187 -1.44482
H -1.29045 -2.88681 -0.89054
H -3.67720 -2.70029 -2.82338
H -3.83349 -3.76990 -1.43546
H -2.65551 -4.15118 -2.68652
C -3.11889 0.21977 -4.39036
C -1.88392 -1.56297 -5.70648
C -4.26925 -0.04883 -3.45786
H -3.48078 0.48051 -5.40962
H -2.43027 1.01611 -4.02218
H -4.75909 -0.98808 -3.70370
H -5.03127 0.72886 -3.51051
H -3.93358 -0.08290 -2.42246
C -3.12868 -2.34028 -6.02262
H -1.05362 -2.24349 -5.54013
H -1.55696 -0.75616 -6.38012
H -3.45598 -2.89791 -5.13257
H -3.02456 -3.06503 -6.82865
H -3.90964 -1.61192 -6.27918
H -1.78653 -2.06416 -3.69435
Ti 0.49422 1.50354 -0.81106
C 0.48244 2.11226 -2.75510
Si 0.72726 1.58167 -4.69045
H -0.64572 2.26602 -2.91972
H 0.85552 3.06555 -2.23154
C 1.39286 -0.01988 -5.48123
C 2.11397 2.80633 -4.71231
C -0.56215 2.10843 -5.96508
C 2.13098 0.27566 -1.13394
Si 2.99455 1.47697 0.09555
H 2.49617 0.31779 -2.17612
H 2.11139 -0.77773 -0.80950
C 3.79827 2.85593 -0.88050
C 4.17691 0.36028 1.00322
C 1.82104 2.27114 1.40164
H -0.09910 2.63344 -6.81003
H -1.28669 2.81937 -5.56922
H -1.15422 1.33630 -6.46011
H 2.23565 -0.42707 -4.91574
H 1.79780 0.16036 -6.49198
H 0.68071 -0.83703 -5.63501
H 2.75988 2.56192 -3.86357
H 1.67254 3.79224 -4.54438
H 2.72500 2.86036 -5.60690
H 4.49921 -0.40719 0.28676
H 3.68528 -0.12433 1.85819
H 5.03541 0.95752 1.33796
H 1.46860 1.54945 2.16098
H 0.94620 2.88680 1.06462
H 2.49477 2.98342 1.91579
H 4.69823 3.14988 -0.31848
H 3.15346 3.74012 -1.01260
H 4.09368 2.46798 -1.86699
O -2.97049 2.94276 0.54705
C -1.91428 2.36161 0.38227
O -0.93688 2.73319 -0.46498
C -1.52446 1.16982 1.21473
C -1.96354 1.19782 2.52710
C -1.33358 0.43763 3.46976
C -0.34042 -0.45546 3.06109
C 0.47478 -1.13475 4.00903
C 1.47316 -2.02004 3.59807
C 1.60614 -2.30950 2.22416
C 0.80103 -1.66979 1.28317
C -0.04717 -0.60144 1.65379
N -0.48643 0.39277 0.76063
H -2.73942 1.91687 2.76598
H -1.56590 0.54558 4.53786
H 0.31001 -0.91389 5.07211
H 2.11595 -2.49461 4.34336
H 2.37363 -3.04579 1.91948
H 0.86165 -1.96634 0.22678
```

## Properties
Relative energy (zero: lowest compared OMol25 entry of this formula, charge and spin)   674.78 kJ/mol
Calculated total energy   -76297.7822 eV
Net charge   +1
Gap between HOMO and LUMO (spin up / spin down)   6.03 / 6.63 eV
Spin multiplicity   2
HOMO energy (spin up / spin down)   -0.35015 / -0.37440 hartree


The following is a DFT calculation (ωB97M-V/def2-TZVPD) of a molecular structure, C70H50F12N9O11P2S2Ti at a distorted geometry.

```
157
C70H50F12N9O11P2S2Ti | OMol25 | ωB97M-V/def2-TZVPD
Ti -0.99965 -0.27949 0.22255
C -0.33806 -1.18229 -5.31522
N -0.74205 -1.46472 -3.94805
C -0.38315 -0.79074 -2.82444
N -1.00580 -1.28663 -1.76991
C -1.78487 -2.31898 -2.22247
C -1.64400 -2.42928 -3.57950
C -2.40661 -3.22463 -4.56697
C -3.29795 -2.55948 -5.40851
C -4.06140 -3.26217 -6.32847
C -3.94881 -4.64386 -6.41161
C -3.06875 -5.31381 -5.57451
C -2.29922 -4.60767 -4.65946
C -2.77504 -3.13665 -1.48614
C -2.57251 -4.50487 -1.35838
C -3.60295 -5.32883 -0.94084
C -4.83493 -4.78342 -0.61092
C -5.02877 -3.41118 -0.68903
C -4.00458 -2.58911 -1.13628
P 0.46396 0.78514 -3.12587
C -0.15094 1.91336 -1.84671
N -0.52541 1.70347 -0.60349
C -1.03074 2.90185 -0.13958
C -0.96067 3.82910 -1.14604
N -0.40500 3.19010 -2.22829
C -0.39074 3.68215 -3.60254
C -1.51224 5.19612 -1.21337
C -0.75668 6.27275 -1.67098
C -1.31174 7.54260 -1.75585
C -2.63189 7.74991 -1.38028
C -3.38886 6.68268 -0.91325
C -2.83397 5.41677 -0.82901
C -1.51829 3.25934 1.21865
C -2.55519 2.59741 1.86899
C -3.09177 3.10958 3.04097
C -2.59998 4.28864 3.58299
C -1.53561 4.93452 2.96602
C -0.99494 4.41499 1.80001
C 2.20572 0.63702 -2.59248
N 2.68546 1.09524 -1.46999
C 4.02977 0.90652 -1.51243
C 4.38849 0.31562 -2.70076
N 3.20745 0.15802 -3.40339
C 3.08388 -0.27980 -4.77943
C 5.71849 0.00088 -3.25528
C 6.76912 0.90066 -3.07174
C 8.03211 0.63341 -3.57543
C 8.27256 -0.53790 -4.28334
C 7.23996 -1.44462 -4.46525
C 5.97709 -1.17884 -3.94963
C 4.85246 1.24370 -0.33262
C 4.52756 2.37064 0.41628
C 5.24652 2.68030 1.56185
C 6.29419 1.86483 1.97153
C 6.61503 0.73242 1.23197
C 5.89382 0.42241 0.08892
H 0.74181 -1.25838 -5.41809
H -0.79632 -1.92257 -5.96325
H -0.67000 -0.18778 -5.60984
H -3.40883 -1.48468 -5.31035
H -4.75804 -2.73138 -6.96488
H -4.55381 -5.19724 -7.11928
H -2.98062 -6.39157 -5.62752
H -1.61437 -5.13020 -4.00724
H -1.59195 -4.91319 -1.57488
H -3.43172 -6.38906 -0.81642
H -5.62905 -5.42608 -0.25265
H -5.97723 -2.97511 -0.40125
H -4.15614 -1.51938 -1.22110
H -0.90332 4.63884 -3.62615
H 0.62982 3.80535 -3.96216
H -0.93820 2.98373 -4.23305
H 0.28312 6.11916 -1.93776
H -0.71067 8.36868 -2.11559
H -3.07039 8.73733 -1.45463
H -4.42209 6.82622 -0.62521
H -3.43279 4.58781 -0.47125
H -2.99242 1.70023 1.45357
H -3.90316 2.57613 3.51837
H -3.02692 4.68762 4.49541
H -1.12707 5.84549 3.38763
H -0.16500 4.91671 1.31846
H 3.94207 0.06908 -5.35011
H 3.03099 -1.36642 -4.85788
H 2.18053 0.15354 -5.20462
H 6.58485 1.81635 -2.52428
H 8.83020 1.34806 -3.41769
H 9.25794 -0.74386 -4.68196
H 7.41514 -2.37159 -4.99683
H 5.19586 -1.92023 -4.05410
H 3.67209 2.96523 0.12347
H 4.97328 3.55155 2.14433
H 6.84306 2.09687 2.87606
H 7.40874 0.07314 1.56094
H 6.11745 -0.48165 -0.46446
O -6.10159 3.32174 -1.40025
C -5.16310 2.56233 -1.50192
C -4.64825 1.60530 -0.43800
O -5.13413 1.44740 0.67297
C -3.46436 0.96381 -0.99547
C -3.23862 1.31315 -2.35970
O -2.38304 0.89469 -3.16575
C -4.22287 2.41194 -2.69495
O -4.21029 3.06594 -3.71532
O -2.68004 0.23358 -0.23922
F -3.73407 -1.83777 4.19916
C -3.67896 -1.93439 2.88259
F -3.75588 -0.74213 2.32820
F -4.69768 -2.66644 2.44172
S -2.04700 -2.78012 2.40475
O -1.59496 -1.92487 1.30540
O -1.20625 -2.85409 3.55691
N -2.42612 -4.19703 1.79963
S -2.86990 -5.33357 2.82408
O -3.32362 -6.47729 2.08638
O -3.65570 -4.86037 3.93341
C -1.27987 -5.95321 3.61699
F -1.30047 -7.29469 3.64163
F -0.20691 -5.57450 2.93637
F -1.16305 -5.53201 4.87174
O 1.57452 1.83749 1.27738
C 1.11398 1.03397 2.05779
N 1.80955 0.52937 3.13442
C 0.90810 0.07116 4.16693
C -0.42024 0.06828 3.35880
O -1.46964 -0.26916 3.86272
N -0.21036 0.51755 2.07862
C 1.22519 -1.32046 4.68539
C 2.37663 -1.98308 4.28956
C 2.67334 -3.24259 4.80051
C 1.81615 -3.84665 5.70672
C 0.65306 -3.18957 6.09617
C 0.36138 -1.93406 5.59115
C 0.85992 1.11537 5.29794
C 1.52144 0.91100 6.50310
C 1.59551 1.92256 7.45528
C 1.00572 3.15252 7.21405
C 0.33901 3.36234 6.01205
C 0.26994 2.35501 5.06312
H 2.72157 0.90552 3.33466
H 3.01815 -1.53475 3.54260
H 3.56298 -3.75966 4.46252
H 2.03748 -4.83500 6.09147
H -0.04161 -3.66975 6.77497
H -0.55870 -1.43310 5.86200
H 1.98381 -0.04687 6.70612
H 2.11867 1.74182 8.38702
H 1.06294 3.94294 7.95302
H -0.13046 4.31571 5.80746
H -0.24762 2.53782 4.12807
F 0.98803 -0.80898 -0.10433
P 1.93257 -2.26123 0.22284
F 2.79957 -3.58176 0.49959
F 1.31558 -2.24924 1.68722
F 0.68267 -3.11396 -0.30532
F 3.11302 -1.28981 0.69404
F 2.46819 -2.13802 -1.29367
```

## Properties
Relative energy (zero: lowest compared OMol25 entry of this formula, charge and spin)   131.82 kJ/mol
Calculated total energy   -205324.5182 eV
Net charge   -2
Gap between HOMO and LUMO   6.63 eV
Spin multiplicity   2
HOMO energy   -0.12025 hartree